Record 1
A single C8H11N3O2 molecule in a non-equilibrium geometry. Source: the Open Molecules 2025 dataset; level of theory: ωB97M-V/def2-TZVPD.

Summary:
**SMILES**: NC[C@](N)(c1ccccc1)[N+](=O)[O-]
**Energy above the lowest of the compared OMol25 structures with the same formula, charge and spin**: 168.1 kJ/mol
**Charge**: 0
**Electronic energy**: -626.052366 Ha
**Orbital gap**: 10.03 eV

Structure (XYZ):
```
24
Properties=species:S:1:pos:R:3:forces:R:3
C -3.029713 0.808766 0.635189 0.6403 -2.1991 0.6062
C -2.547089 -0.535827 0.715036 0.2759 1.4765 -1.1370
C -2.126733 1.792857 0.319752 -0.8596 1.3393 -2.0597
C -1.227221 -0.823847 0.427209 1.2869 -0.4038 0.3166
C -0.806459 1.503686 -0.053048 0.0455 -0.4309 1.5222
C -0.300772 0.208125 0.123255 -0.8663 -0.3594 -0.0122
C 1.518989 -1.117693 -1.111406 0.5364 0.6862 -1.4525
C 1.121313 -0.365922 0.108229 -0.4983 0.6221 2.1742
N 1.382167 -0.424412 -2.425226 -0.7136 1.8086 1.3692
N 1.244501 -1.276525 1.273936 1.6663 0.0443 -0.7983
N 2.136618 0.742788 0.410389 -0.5775 0.7084 0.1801
O 2.965209 0.461875 1.221765 1.8202 -0.0397 0.7323
O 2.012534 1.850661 -0.048053 -0.2394 0.3881 -1.0784
H -4.081827 0.903806 0.868999 0.0487 0.6645 -0.1768
H -3.253164 -1.319426 0.790044 -0.5608 -0.7333 0.5677
H -2.474259 2.825971 0.002376 0.3195 -1.2336 1.0727
H -0.698255 -1.826521 0.540541 -1.6275 1.1712 -0.1625
H -0.247179 2.399940 -0.209807 0.8186 -0.0888 -0.5349
H 2.466985 -1.617290 -0.918700 0.6103 0.5196 -0.4109
H 0.872457 -1.909610 -1.083478 -1.8561 -2.2104 -0.1257
H 0.474004 -0.636744 -2.898351 1.0467 -0.0961 0.8581
H 1.247177 0.583891 -2.112819 0.4435 -1.3013 -1.1711
H 2.285852 -1.488826 1.286173 -1.8296 0.0742 0.3748
H 1.064871 -0.739729 2.137995 0.0700 -0.4064 -0.6543
```
Positions in Å, forces in eV/Å.



Record 2
2 unconnected molecules or ions with the total composition C19H21N2O2 in a non-equilibrium geometry. Source: the Open Molecules 2025 dataset; level of theory: ωB97M-V/def2-TZVPD.

Summary:
**Energy above the lowest of the compared OMol25 structures with the same formula, charge and spin**: 521.5 kJ/mol
**Charge**: +1
**Electronic energy**: -996.245899 Ha
**Orbital gap**: 7.10 eV

Structure (XYZ):
```
44
Properties=species:S:1:pos:R:3:forces:R:3
C -0.775064 -1.107606 2.283655 -0.0653 0.3477 -0.2981
N -0.497444 0.224018 2.908476 0.7003 -0.3963 -2.8089
C -1.388244 1.287070 2.376531 0.2462 0.2371 -0.6823
N 0.834175 0.688386 2.583820 1.0132 0.0014 1.4438
C 1.869687 0.003997 2.235110 -1.3758 0.3817 0.2333
H -1.370058 -0.926868 1.371951 0.2172 -0.4699 0.4136
H 0.179830 -1.546933 1.978376 -0.5091 -0.1398 0.2117
H -1.299506 -1.807359 2.954699 0.1748 0.3917 -0.2022
H -1.981862 0.854367 1.562389 -0.0636 0.4441 0.2527
H -2.041679 1.752152 3.130253 0.2953 -0.2810 -0.2792
H -0.692378 2.025618 1.968233 -0.5875 0.1715 0.0494
H 2.812818 0.563813 2.256953 -0.4684 -0.0931 -0.3243
H 1.926421 -1.036768 1.881384 -0.1462 0.2211 0.4708
C -10.333373 0.799945 5.028447 0.2974 -0.3224 -0.0680
O -9.386999 -0.247353 4.703060 0.8965 0.4382 0.2453
C -8.060836 -0.019746 4.906107 -0.0835 0.2610 0.0735
C -7.158096 -1.046801 4.540830 -0.0699 0.2811 0.1401
C -5.792792 -0.859802 4.679168 -0.0155 0.3433 0.0162
C -5.246075 0.348825 5.179871 -0.8541 -0.3207 -0.0844
C -3.808628 0.560600 5.214134 0.2269 1.3061 0.3734
O -3.489592 1.755164 5.782575 0.5326 -1.0361 -0.7455
C -2.164864 2.080446 6.006221 -0.6071 0.1112 0.0438
C -1.105969 1.267053 5.573843 0.0452 0.0299 0.3954
C 0.180694 1.588199 6.076693 -0.3064 0.2375 -0.2809
C 0.360627 2.751796 6.807505 0.6696 -0.2034 -0.0324
C -0.704415 3.596418 7.133831 -0.9536 -0.1596 -0.3836
C -2.000296 3.239236 6.761271 1.0071 0.0141 -0.0872
C -1.423148 0.082820 4.806565 -0.5687 -0.8571 2.3247
C -2.800928 -0.271524 4.749007 0.6047 -0.3368 -0.3088
C -6.169122 1.340086 5.595104 0.0989 0.0292 -0.0402
C -7.539509 1.175980 5.457392 -0.3031 -0.4596 -0.1862
H -11.299424 0.382018 4.747836 0.1185 0.1403 0.0760
H -10.316929 1.026492 6.100853 0.0091 -0.1015 -0.1854
H -10.133326 1.710063 4.450804 0.0024 -0.2153 0.0531
H -7.565936 -1.972631 4.146784 0.1070 0.1191 0.0567
H -5.105459 -1.651719 4.395657 -0.3063 -0.0038 -0.0552
H 1.010223 0.904649 5.883177 -0.2004 0.3578 -0.0925
H 1.365434 3.033199 7.127921 -0.3007 -0.1993 -0.0340
H -0.550393 4.529942 7.670920 0.0938 -0.2882 -0.0390
H -2.865438 3.833664 7.013640 -0.0171 -0.0060 0.0680
H -0.684115 -0.702562 4.745931 -0.2842 -0.0080 0.5973
H -3.088680 -1.281357 4.441795 0.1785 0.5427 -0.0728
H -5.835371 2.279895 6.028619 0.1330 -0.2428 -0.1518
H -8.226692 1.966236 5.771087 0.4182 -0.2671 -0.0959
```
Positions in Å, forces in eV/Å.



Record 3
A gas-phase ion, C8H13N2 (charge +1) in a non-equilibrium geometry. Source: the Open Molecules 2025 dataset; level of theory: ωB97M-V/def2-TZVPD.

Summary:
**Energy above the lowest of the compared OMol25 structures with the same formula, charge and spin**: 601.8 kJ/mol
**Charge**: +1
**Electronic energy**: -421.707706 Ha
**Orbital gap**: 8.20 eV

Structure (XYZ):
```
23
Properties=species:S:1:pos:R:3:forces:R:3
C 1.106270 -2.166123 -0.025924 1.6351 1.1242 1.6439
C -0.307551 -2.003877 0.256294 -1.5372 -2.4385 -1.7432
C 2.046053 -1.228292 0.207511 0.0404 -0.9323 -0.6259
C -0.926457 -0.865435 0.279825 1.6974 3.6719 0.4234
C -2.878304 0.471730 -0.269662 -0.2316 -1.5231 1.5745
C -2.217649 -0.301779 0.598844 0.2225 0.9750 1.5085
C 0.579112 0.863833 0.061711 -2.5688 -3.8177 -1.1424
C 0.531650 1.109902 -1.408499 -2.8572 -0.3932 0.6682
N 0.137053 1.778543 0.901507 0.2024 0.3708 3.3758
N 1.852309 0.248365 0.406351 3.2737 -0.7765 -1.9904
H 1.628374 -3.120565 -0.109463 -0.8630 -0.1473 -0.0688
H -1.006657 -2.891780 0.193987 1.1726 0.5848 0.3762
H 3.070788 -1.581618 0.421940 -0.4670 0.8021 -0.6310
H -3.860542 0.814899 -0.135418 -0.9945 0.8025 0.8183
H -2.592450 0.491754 -1.246199 1.0414 0.1627 -2.6768
H -2.527107 -0.258290 1.695114 0.2991 -0.5700 -1.5012
H 0.708787 0.153374 -1.849928 0.8972 -0.2436 -0.9229
H 1.002693 1.991306 -1.788716 0.9206 0.3392 -0.2418
H -0.554909 1.239503 -1.623917 0.6680 0.1965 0.0533
H -0.360461 1.587362 1.775854 0.5805 -0.4672 -0.5184
H -0.229439 2.573142 0.530397 -1.0387 2.6558 -1.4641
H 2.143842 0.339268 1.356217 -0.0313 0.9800 1.1714
H 2.654589 0.754771 -0.227816 -2.0615 -1.3559 1.9135
```
Positions in Å, forces in eV/Å.



Record 4
A molecular structure, C7H8AlBrN3O6 in a non-equilibrium geometry. Source: the Open Molecules 2025 dataset; level of theory: ωB97M-V/def2-TZVPD.

Summary:
**Charge**: -1
**Electronic energy**: -3703.745404 Ha
**Orbital gap**: 9.20 eV

Structure (XYZ):
```
26
Properties=species:S:1:pos:R:3:forces:R:3
C -1.558466 0.049442 2.922215 -1.1184 0.0242 -0.8552
C -2.288636 -0.089194 1.516470 0.8676 1.2338 0.3341
C -1.323042 0.449841 0.369753 -0.6307 -1.0595 0.5213
Br -2.460286 1.542008 -0.885500 0.3218 -0.1663 0.3079
Al -0.530557 -1.042525 -0.775647 1.1316 0.0962 -1.4989
O -1.358516 -2.697240 -0.778787 0.9745 -0.1209 1.9786
C -0.845411 -3.350053 0.251621 -1.0774 1.6749 -3.0745
N -0.267743 -3.867455 1.092801 0.3413 -0.8898 1.3820
O -0.231732 -0.179394 -2.395938 1.5709 0.0694 1.8543
C 0.848993 0.633037 -2.012516 -1.8316 0.5065 0.4507
O 1.634649 0.908494 -3.216384 0.0987 2.0520 -0.5145
C 1.572399 2.214822 -3.483217 0.4804 -3.1748 1.3397
N 1.552718 3.358440 -3.458349 -0.0786 1.2623 -0.6781
C 1.705866 0.030035 -0.780698 -0.9969 -2.0747 0.6548
O 3.143291 0.267238 -0.855829 -1.2568 0.0389 -0.8665
N 3.680723 -0.345541 0.272779 0.5625 0.2460 1.0219
O 4.231772 0.446163 0.950420 0.0252 -0.4647 -0.5124
O 1.303567 -1.323225 -0.656688 -0.4325 1.2207 0.0128
H -2.226606 -0.408473 3.692233 0.8307 0.1486 -0.4174
H -1.527962 1.143849 3.140840 0.4088 -0.8324 -0.0601
H -0.545810 -0.419160 2.891631 -0.8067 0.3946 0.2591
H -3.160751 0.614990 1.520713 0.4744 -0.9734 0.1817
H -2.623967 -1.139170 1.337307 0.2047 0.8498 0.0405
H -0.566583 1.172513 0.759458 -0.8096 -0.4824 -0.1736
H 0.420734 1.608438 -1.656708 0.6237 -0.4890 -0.3775
H 1.421357 0.422119 0.238017 0.1227 0.9095 -1.3105
```
Positions in Å, forces in eV/Å.